[1]
Formula: C4H10N2O3
Source: the OMol25 dataset
Level of theory: ωB97M-V/def2-TZVPD

Properties
E_tot = -13427.405 eV
Energy relative to the best compared isomer or geometry (same formula, charge and spin) = 148.8 kcal/mol
Net charge = 0
2S+1 = 1
Gap between HOMO and LUMO (spin up / spin down) = 8.91 / 7.54 eV
HOMO energy (spin up / spin down) = -9.002 / -8.765 eV

Element x y z (Å)
C -0.89325 2.15279 1.05249
C 0.74009 0.03703 0.00455
C 1.52643 0.64243 -0.95006
O -0.70240 1.23680 0.00843
O 1.14083 -0.05529 1.29587
H 1.86244 0.56355 1.46280
H -1.93507 2.05275 1.37558
H -0.74619 3.18269 0.71043
H -0.25059 1.92558 1.91227
H 1.14962 0.72031 -1.95517
H 2.53085 0.97527 -0.71909
C -0.38992 -1.03392 -0.32161
N 0.01669 -2.28835 0.30469
N -0.49679 -1.20224 -1.76545
O -1.53692 -0.52946 0.19600
H -0.73889 -2.95834 0.20293
H -0.00172 -2.02362 -2.08636
H 0.19865 -2.15446 1.29375
H -1.47386 -1.24352 -2.02204

[2]
Formula: C4H10N2O3P2
Source: the OMol25 dataset
Level of theory: ωB97M-V/def2-TZVPD

Properties
E_tot = -32010.365 eV
Energy relative to the best compared isomer or geometry (same formula, charge and spin) = 8.2 kcal/mol
Net charge = 0
2S+1 = 1
Gap between HOMO and LUMO = 9.95 eV
HOMO energy = -9.436 eV

Element x y z (Å)
C 1.02326 -0.86022 -1.70988
C -0.07605 0.23423 -1.92006
C -0.12322 1.23804 -0.85295
C -0.15624 0.46525 0.99718
N 0.91501 -1.51688 -0.55151
N -1.06049 1.00677 1.93218
O -1.81735 -1.46526 -0.24381
O 1.86669 -1.15923 -2.53665
O -0.35037 -2.23718 1.63298
P 1.54260 0.70525 1.59445
P -0.35374 -1.26077 0.59071
H 0.25457 0.68355 -2.86945
H -1.14548 -0.29885 -2.10555
H 0.86991 1.80767 -0.71363
H -0.66932 2.18895 -0.88120
H 1.61187 -2.23093 -0.39668
H -1.92024 -2.39986 -0.24494
H -1.09539 2.00688 1.69508
H -2.01859 0.65333 1.67518
H 1.39797 0.36559 2.95468
H 1.30459 2.07368 1.95386

[3]
Formula: C4H10N2OP
Source: the OMol25 dataset
Level of theory: ωB97M-V/def2-TZVPD

Properties
E_tot = -18623.150 eV
Energy relative to the best compared isomer or geometry (same formula, charge and spin) = 83.5 kcal/mol
Net charge = -1
2S+1 = 1
Gap between HOMO and LUMO (spin up / spin down) = 5.11 / 5.85 eV
HOMO energy (spin up / spin down) = -1.016 / -1.775 eV

Element x y z (Å)
C -1.66132 -0.45725 0.12815
C -1.13356 1.01209 0.17040
C -0.67358 -1.41544 0.81117
C 0.27008 1.35548 -0.31226
N 0.47570 -1.70660 -0.04593
N 2.75071 0.64077 -0.54414
O 0.53587 -2.81456 -0.63072
P 1.70831 0.99464 0.75443
H -2.71104 -0.44510 0.63063
H -1.83859 -0.71673 -0.90516
H -1.78724 1.50599 -0.61967
H -1.32677 1.40391 1.15109
H -0.13038 -0.88921 1.55604
H -1.26573 -2.39149 1.09371
H 0.46356 1.13271 -1.42198
H 0.36570 2.48978 -0.34011
H 2.23798 -0.06253 -1.07923
H 3.72030 0.36356 -0.39640